Entry 1:
The following is a quantum chemistry calculation of a structure of composition C29H51NO2SSi2V in a non-equilibrium geometry, from the OMol25 dataset.

Last column: Mulliken charge in e.
Element x y z (Å)
O -0.25732 1.21988 -1.20818  -0.4246
O 1.92400 -2.27135 -3.25109  -0.1333
C -1.50053 1.06439 -2.09420  -0.2704
C -2.22702 2.37578 -2.30380  -1.2783
H -2.11924 0.33371 -1.55277  0.4333
H -1.13189 0.62454 -3.02337  0.4053
H -2.43946 2.89987 -1.36360  0.2116
H -3.18997 2.17484 -2.78248  0.4112
H -1.66883 3.03757 -2.97180  0.3445
C 0.61812 2.36957 -1.60452  -0.1786
C 1.29822 2.14315 -2.94653  -1.5367
H 1.37445 2.46929 -0.80195  0.3237
H 0.00718 3.27805 -1.65961  0.5093
H 1.85336 1.20430 -2.97154  0.2737
H 2.01460 2.96517 -3.08007  0.4337
H 0.59774 2.17752 -3.78950  0.3286
C 3.25641 -2.75984 -3.00819  -0.3461
C 1.47850 -2.40912 -4.60391  -0.1912
C 4.29891 -1.65638 -3.01454  -1.3169
H 3.53906 -3.52387 -3.75532  0.4139
H 3.18440 -3.21777 -2.01671  0.3498
H 4.39178 -1.18536 -3.99854  0.3060
H 5.27609 -2.07208 -2.76113  0.3993
H 4.05498 -0.88973 -2.27162  0.2395
C 2.40372 -1.80366 -5.64599  -1.3571
H 0.49416 -1.92494 -4.62343  0.2840
H 1.35440 -3.48546 -4.81001  0.2792
H 2.63134 -0.75478 -5.42332  0.2646
H 1.91664 -1.84381 -6.62296  0.4087
H 3.34113 -2.36333 -5.73953  0.3462
H 0.55149 -2.04073 -1.43018  0.1342
V -0.30046 1.44514 0.76398  0.0667
C 0.45304 -2.72594 -0.55692  -0.5424
Si -0.28087 -4.41297 -0.96136  0.3887
H 1.46172 -2.88839 -0.13088  0.1583
H -0.15461 -2.22961 0.20966  0.2893
C -1.65967 -4.31980 -2.23602  -1.0030
C -1.01230 -5.21423 0.57902  -1.0969
C 0.89143 -5.78156 -1.52614  -1.1027
C -2.20446 0.63495 1.19040  -0.7028
Si -2.96050 0.66749 2.91501  0.0512
H -2.19815 -0.38702 0.74963  0.2875
H -2.75839 1.29011 0.48823  0.3563
C -3.22436 -1.10590 3.46801  -1.1189
C -4.62929 1.53759 2.92548  -1.1534
C -1.92619 1.55192 4.20221  -0.7265
H 0.27775 -6.68601 -1.68296  0.3399
H 1.63994 -6.01878 -0.75632  0.3116
H 1.40773 -5.54833 -2.46607  0.2788
H -2.53339 -3.78827 -1.83214  0.3154
H -1.97655 -5.34203 -2.49926  0.2846
H -1.34270 -3.81478 -3.15940  0.2905
H -1.58013 -4.50117 1.19187  0.2786
H -0.21230 -5.65366 1.19221  0.3141
H -1.68747 -6.02303 0.26208  0.2747
H -5.20575 1.34930 2.01094  0.3391
H -4.51282 2.62378 3.03693  0.3022
H -5.22025 1.17291 3.77727  0.3104
H -1.96138 2.64182 4.07563  0.1650
H -0.87593 1.23758 4.19005  0.1495
H -2.34137 1.32026 5.19642  0.4335
H -3.88098 -1.14064 4.34879  0.3241
H -2.26943 -1.57920 3.73171  0.2919
H -3.69171 -1.69857 2.67072  0.3132
S 1.54895 3.98838 3.98582  -0.4602
C 0.20596 4.91677 3.31999  1.0334
C -0.25727 6.15088 3.74074  -0.6857
C -1.39260 6.68141 3.11380  -0.4801
C -2.04388 5.98087 2.08843  -0.8343
C -1.57933 4.72633 1.67029  -0.1758
C -0.42523 4.21273 2.27457  -0.8993
N 0.15526 2.96095 2.01142  0.4489
C 1.17649 2.71330 2.87787  1.1693
C 1.85961 1.47546 2.76745  0.1321
C 3.01260 1.16418 3.52336  -1.0961
C 3.66315 -0.03980 3.25943  -0.6783
C 3.16108 -0.92540 2.28949  -0.5787
C 1.98996 -0.61537 1.57192  0.6980
C 1.35078 0.58227 1.80411  -0.0227
H 0.28381 6.65332 4.53093  0.4139
H -1.77163 7.65338 3.42750  0.3696
H -2.91782 6.42251 1.61056  0.3874
H -2.09202 4.13420 0.90515  0.3943
H 3.37600 1.87202 4.26360  0.4020
H 4.56959 -0.28957 3.80195  0.3699
H 3.68153 -1.86164 2.08259  0.4287
H 1.58839 -1.30561 0.84061  0.1284

## Properties
E_tot: -88763.0756 eV
net charge: 0
spin multiplicity: 4
HOMO-LUMO gap (spin up / spin down): 5.403 / 8.089 eV
M: 584.915 g mol⁻¹
ΔE to the lowest compared entry with this formula, charge and spin: 0.0 kcal per mole
E_HOMO (spin up / spin down): -5.11 / -7.79 eV


Entry 2:
The following is a quantum chemistry calculation of a structure of composition C29H52BrCa2Cl4F5LiN4O9P in a non-equilibrium geometry, from the OMol25 dataset.

Last column: Mulliken charge in e.
Element x y z (Å)
C 7.03003 -4.33974 0.62991  -1.1712
C 8.24709 -3.43890 0.19393  -0.5268
C 7.71836 -2.22320 -0.67808  -0.4266
C 8.12705 -0.84529 0.08311  -0.1055
C 7.31449 0.46219 -0.41100  -0.7166
C 5.74180 0.27929 -0.32174  0.3025
C 5.07266 1.38271 0.59175  -0.5787
C 4.13201 2.30190 -0.25806  -1.1473
C 2.75794 1.56821 -0.50157  -0.7865
C 1.52162 2.38265 0.03367  0.2782
C 1.55593 2.61617 1.57752  -0.5208
C 0.11002 3.07077 2.04385  -0.6408
C -0.61994 2.00776 2.95207  -0.9792
C -1.78551 1.25131 2.20108  -0.2348
C -3.00742 2.23413 2.04219  -0.5041
C -4.34931 1.45570 1.71854  -0.5008
C -5.26483 2.45380 0.90134  -0.8167
C -6.61197 1.78375 0.44911  -0.9233
C -6.70648 1.41455 -1.08723  0.2432
C -6.68012 -0.12930 -1.25321  -2.1163
N -5.30556 -0.70889 -1.36877  1.3972
N -4.31214 0.10504 -1.60300  -0.8343
C -3.11658 -0.45162 -1.74244  0.8107
P -1.71639 0.75598 -2.16835  1.1554
O -0.38716 0.13741 -1.97086  -0.8090
O -1.86293 1.06252 -3.83255  -0.5769
O -1.94459 2.18258 -1.41155  -0.6016
C -2.70319 -1.81116 -1.63078  -1.2421
C -3.82486 -2.71308 -1.36355  0.7216
C -3.61829 -4.22973 -1.21649  -1.4523
C -4.07250 -4.80540 0.16708  -0.5874
C -2.95934 -4.83959 1.22920  0.7602
F -1.93508 -5.64974 0.86953  -0.2719
F -2.53117 -3.61896 1.62045  -0.2130
F -3.49766 -5.41553 2.35586  -0.2773
C -5.08417 -2.03091 -1.27652  1.1670
C -6.35211 -2.91257 -1.05158  -1.9412
H 7.37431 -5.23477 1.19130  0.3726
H 6.52387 -4.66818 -0.30260  0.3472
H 6.33289 -3.76217 1.28057  0.1897
H 8.77751 -3.05198 1.08761  0.3234
H 8.93961 -4.04604 -0.42744  0.3487
H 6.56883 -2.35728 -0.76668  0.4809
H 8.22161 -2.24206 -1.71320  -0.0919
H 8.00254 -0.96267 1.18332  0.2662
H 9.21924 -0.68949 -0.08075  0.4111
H 7.61696 0.65200 -1.51113  0.2626
H 7.66404 1.31236 0.22220  -0.1561
H 5.50195 -0.71356 0.11767  0.2392
H 5.29568 0.34488 -1.35598  0.0961
H 5.82603 2.02257 1.09726  0.5108
H 4.48073 0.85968 1.37864  -0.0912
H 3.90869 3.25595 0.26261  0.4556
H 4.60897 2.53205 -1.23593  0.4958
H 2.58511 1.47024 -1.60331  0.3294
H 2.72730 0.53032 -0.09928  0.3407
H 1.40524 3.32512 -0.54795  0.2525
H 0.64281 1.72560 -0.16486  -0.3639
H 2.24153 3.44904 1.85204  0.4057
H 1.87511 1.70620 2.13328  0.1331
H -0.52784 3.27674 1.14929  0.2409
H 0.16352 4.01577 2.63388  0.5326
H 0.15449 1.29342 3.32242  0.4139
H -1.06992 2.48248 3.85710  0.3931
H -1.41529 0.93077 1.19490  -0.1460
H -2.05053 0.32019 2.75044  0.4718
H -2.78050 2.87843 1.16406  0.2773
H -3.09787 2.88922 2.93177  0.4502
H -4.14961 0.53063 1.13651  0.0927
H -4.79460 1.24019 2.71884  0.3425
H -4.70973 2.97615 0.09556  0.4005
H -5.54419 3.24441 1.64485  0.4222
H -6.88210 0.92045 1.10615  0.3827
H -7.41497 2.53899 0.63807  0.4322
H -7.72609 1.72999 -1.41436  0.7107
H -5.99673 1.96437 -1.73383  -0.0475
H -7.18282 -0.36000 -2.22647  0.6352
H -7.24736 -0.55119 -0.39664  0.2977
H -2.26261 2.00072 -3.98436  0.4175
H -1.42086 2.16249 -0.58624  0.0251
H -1.66818 -2.16859 -1.73885  0.5142
H -4.22930 -4.70352 -2.02258  0.4235
H -2.55380 -4.49132 -1.41057  0.4255
H -4.93413 -4.27118 0.61602  0.3222
H -4.40142 -5.85809 0.00422  0.3413
H -6.60923 -2.78554 0.02770  0.3827
H -6.14901 -3.98709 -1.21101  0.3950
H -7.18167 -2.62631 -1.72856  0.4233
N 9.68689 3.10785 1.48359  1.0492
O 10.56435 3.95629 1.49912  -0.5952
O 9.94911 1.91044 1.27536  -0.6046
O 8.48240 3.41989 1.67210  -0.4028
F -6.17821 2.40506 -3.87784  -0.6205
Li -6.51667 4.49089 -3.28536  0.4660
Ca 7.05644 -1.12083 -2.77781  0.9056
N -9.20773 0.00693 -3.00990  0.9883
O -9.49504 0.19540 -1.80449  -0.5986
O -8.52740 0.86044 -3.62466  -0.5028
O -9.57668 -1.02895 -3.58432  -0.6878
C 5.82041 -2.51697 4.41989  -0.0414
Cl 4.99078 -1.44654 3.29065  -0.0572
Cl 7.54733 -2.55626 4.05268  -0.1143
Cl 5.55045 -2.01116 6.08670  -0.1175
H 5.41725 -3.51621 4.29719  0.3212
F 7.63860 5.42116 2.28795  -0.4939
Ca -8.09754 3.99284 -5.66270  0.2411
Br -4.18948 0.69171 -4.15663  0.3464
Cl -2.65324 1.94286 -5.63011  -0.3452

## Properties
E_tot: -235372.7169 eV
net charge: 0
HOMO-LUMO gap: 1.824 eV
M: 1035.531 g mol⁻¹
E_HOMO: -5.75 eV


Entry 3:
The following is a quantum chemistry calculation of a cluster of 13 separate species, C29H52Cl25NO4S in total in a non-equilibrium geometry, from the OMol25 dataset.

Last column: Mulliken charge in e.
Element x y z (Å)
C 3.44806 1.10969 -2.13713  -1.5755
C 2.07059 0.95118 -2.75276  0.6496
S 1.70882 2.33094 -3.89976  -0.1402
O 2.10722 -0.17792 -3.64541  -0.4000
C 1.02199 -0.93871 -3.36534  0.4841
O 0.35711 -1.56048 -4.10918  -0.4895
O 0.81331 -0.81379 -1.99857  -0.1385
C 0.91866 0.57306 -1.76004  0.5029
Cl 1.24923 0.72067 -0.04398  -0.0909
O -0.37343 1.05723 -2.11237  -0.3179
C -0.60095 2.31815 -1.86953  0.5953
N -0.81315 3.44836 -1.83570  -0.4980
H 3.63562 0.35117 -1.37464  0.4679
H 4.18000 0.98759 -2.93005  0.3643
H 3.52738 2.08111 -1.65358  0.3656
H 1.62717 3.35431 -3.03391  0.1804
Cl -2.11300 5.98674 3.45374  -0.1620
C -1.55953 6.04564 1.75551  -0.3841
C -1.76456 4.74047 1.03519  -0.4208
Cl -0.69527 3.45205 1.65333  -0.1755
H -0.51307 6.33589 1.76364  0.3285
H -2.13594 6.82746 1.26941  0.1793
H -1.53114 4.86379 -0.01969  0.2768
H -2.79031 4.39162 1.12689  0.3489
Cl -3.45429 -3.74556 -4.47572  -0.2186
C -2.71256 -2.19395 -4.96568  0.0974
C -3.32405 -1.01490 -4.25756  -0.2569
Cl -5.00762 -0.71133 -4.76732  -0.2195
H -2.81361 -2.10576 -6.04428  0.3788
H -1.65657 -2.25419 -4.71629  -0.1508
H -2.75281 -0.11850 -4.49496  0.1363
H -3.32400 -1.15594 -3.17952  0.3377
Cl 0.77620 -2.32065 0.83243  -0.1096
C 1.08154 -3.64532 1.99060  -0.5784
C 1.69422 -3.15144 3.27210  0.3744
Cl 3.36045 -2.55746 3.01795  -0.2252
H 1.72022 -4.37520 1.49657  0.3469
H 0.12322 -4.11041 2.20663  0.0929
H 1.74919 -3.96631 3.99149  -0.0969
H 1.11972 -2.34172 3.71295  0.1466
Cl -1.22366 -5.62049 4.08436  -0.1948
C -0.85094 -6.99768 5.16240  0.2613
C -0.12973 -6.55696 6.40749  -0.5064
Cl 1.53104 -5.99328 6.07351  -0.1832
H -0.26801 -7.72037 4.59150  -0.4137
H -1.80409 -7.44819 5.43584  0.3573
H -0.04123 -7.39670 7.09492  0.3438
H -0.65834 -5.74980 6.90870  0.3456
Cl 1.05438 -9.59835 3.97775  -0.2393
C 1.54276 -9.36843 2.27304  -0.0616
C 1.27062 -10.58920 1.43498  -0.4060
Cl 2.32330 -11.95783 1.87725  -0.1951
H 2.59739 -9.10633 2.26624  0.3658
H 0.97105 -8.52552 1.88720  -0.0734
H 1.46666 -10.35814 0.38916  0.2720
H 0.23871 -10.91603 1.53353  0.3432
Cl 0.53108 -0.42253 5.69757  -0.1808
C 1.89447 -0.18990 6.82433  -0.4090
C 3.12497 -0.95416 6.40921  -0.5087
Cl 2.91350 -2.71683 6.56212  -0.1204
H 1.55795 -0.48781 7.81395  0.3082
H 2.11575 0.87597 6.83453  0.3042
H 3.95625 -0.67669 7.05552  0.3708
H 3.39912 -0.74447 5.37760  0.2429
Cl 1.26962 -4.97718 -2.94449  -0.1825
C -0.41824 -5.29624 -2.46511  -0.0460
C -0.53739 -5.56847 -0.98832  -0.0130
Cl 0.23126 -7.11788 -0.53026  -0.1947
H -0.78045 -6.13439 -3.05465  0.3784
H -0.99815 -4.41159 -2.72306  -0.0495
H -1.58623 -5.63834 -0.70513  0.3779
H -0.07108 -4.78077 -0.40461  -0.2860
Cl 0.93834 4.40695 -6.20588  -0.1636
C 1.12898 4.81991 -7.93015  -0.4772
C 1.01346 3.59827 -8.80283  -0.0579
Cl 2.40020 2.49454 -8.60189  -0.1929
H 2.08854 5.31401 -8.05971  0.3513
H 0.33535 5.52401 -8.17499  0.2611
H 0.99389 3.89782 -9.84964  0.3139
H 0.10641 3.04168 -8.58317  -0.0793
Cl -2.40106 4.22753 -9.66336  -0.1735
C -3.77343 3.43484 -8.84380  -0.4520
C -3.44722 3.09465 -7.41106  -0.4959
Cl -2.21201 1.81384 -7.29138  -0.1830
H -4.03105 2.54678 -9.41480  0.3201
H -4.61116 4.12896 -8.87717  0.3229
H -4.34110 2.72574 -6.91086  0.3472
H -3.07641 3.96282 -6.87174  0.3163
Cl 8.23122 -3.05537 1.60574  -0.1952
C 6.88436 -4.07134 2.18604  -0.1000
C 6.75976 -5.35475 1.40755  -0.4130
Cl 6.22458 -5.07704 -0.26993  -0.1841
H 5.97277 -3.48419 2.12538  -0.0104
H 7.08494 -4.29622 3.23228  0.3103
H 6.01214 -5.99091 1.87878  0.2619
H 7.70450 -5.89123 1.37218  0.3439
Cl -5.11522 6.95881 8.06047  -0.1964
C -5.15051 6.81365 6.28306  -0.2500
C -5.68494 8.05531 5.61834  -0.2972
Cl -7.42333 8.29738 5.93531  -0.1928
H -5.74680 5.94040 6.03205  0.3386
H -4.12652 6.64331 5.95648  0.0810
H -5.56538 7.96840 4.53959  0.1931
H -5.15800 8.94339 5.95744  0.3177
Cl -0.62103 9.00137 0.57510  -0.1496
C -1.42391 10.55093 0.93896  -0.4485
C -2.26594 10.45807 2.18596  -0.4963
Cl -3.68352 9.39939 1.95705  -0.1791
H -2.02098 10.82781 0.07407  0.3182
H -0.64140 11.29483 1.07752  0.3112
H -2.64252 11.44542 2.44769  0.3613
H -1.69244 10.06721 3.02277  0.3046

## Properties
E_tot: -364494.4823 eV
net charge: 0
HOMO-LUMO gap: 10.246 eV
M: 1397.130 g mol⁻¹
E_HOMO: -9.93 eV